Computed, not measured: a 2-piece molecular cluster, C9H11ClFN2O overall, with ωB97M-V/def2-TZVPD.

* Kohn-Sham gap: 7.61 eV
* LUMO energy: -0.172 Eh
* total energy: -1093.9153 hartree
* energy relative to the best compared isomer or geometry (same formula, charge and spin): 19.48 kcal per mole
* HOMO: -12.30 eV

Geometry as ORCA input:
```
! RIJCOSX wB97M-V def2-TZVPD def2/J DEFGRID3
* xyz 1 1
C -1.9500 -1.6632 0.2635
O -0.1833 2.0488 -0.5829
N 2.3428 2.6470 0.0551
H 3.2964 2.9403 0.1192
C 1.9443 1.3676 0.0272
H -1.9094 1.0035 -1.0823
H -2.1162 2.7563 -0.5138
H -1.8643 -3.0579 -1.3318
C 2.5408 -0.9083 0.2410
H -1.3384 -0.9903 2.0870
H -3.1530 -1.5299 1.7690
C 0.6086 1.0486 -0.2159
H -2.3142 -1.3790 -1.6956
H 1.1071 -2.2289 0.5118
N 1.2642 -1.2607 0.1404
H -3.4408 -2.4020 -0.7833
H -1.7839 1.1931 0.5526
C -2.0543 -1.3124 1.4559
C 0.2964 -0.3367 -0.1655
C 2.9476 0.4139 0.1512
Cl 3.7941 -2.1312 0.2317
C -1.5339 1.7715 -0.4423
C -2.4520 -2.2198 -0.9772
H 1.7142 3.4365 -0.1181
F 4.2370 0.7931 0.3029
*
```